Below is an isolated molecule of C5H9NO3, with properties calculated with ωB97M-V/def2-TZVPD.

Highest occupied orbital energy: -7.68 eV

```
18
Properties=species:S:1:pos:R:3:forces:R:3
C 1.4221 -0.5787 0.8915 0.48 -1.09 -0.31
C -0.0288 -0.8183 1.1935 -0.04 -0.09 -0.09
C -0.8448 2.0871 -0.3753 0.27 0.03 0.20
C -0.6922 -0.7592 -0.1852 1.20 2.61 -0.54
C -0.0670 0.8627 -0.8026 -1.68 -1.54 -0.35
N 1.9642 -1.2342 -0.0770 -0.81 0.64 0.13
O -2.0725 -0.5855 -0.0756 -0.05 -0.31 0.05
O -0.2905 -1.6806 -1.0226 1.13 -0.50 -0.22
O 0.7520 0.8851 -1.6827 0.20 0.06 0.28
H -2.4453 -1.0310 -0.8485 0.06 0.02 0.04
H 1.9925 0.1386 1.4777 0.11 -0.04 -0.09
H 2.8916 -0.9680 -0.3796 0.11 0.02 0.17
H 1.0665 -1.6397 -0.8435 -1.12 0.09 0.65
H -0.1855 -1.8081 1.6430 0.07 0.09 -0.01
H -0.4248 -0.0484 1.8540 0.05 -0.03 0.04
H -0.2663 2.5864 0.4069 -0.03 0.10 0.03
H -0.9592 2.7800 -1.2097 0.06 -0.04 0.02
H -1.8117 1.8120 0.0357 -0.02 -0.01 0.00
```
Positions in Å, forces in eV/Å.

=====

Below is the ion C5H15N2O with charge +1, with properties calculated with ωB97M-V/def2-TZVPD.

Structure (SMILES): CNC[C@@H]([NH3+])CCO
Total charge: +1
Highest occupied orbital energy: -12.91 eV

```
23
Properties=species:S:1:pos:R:3:forces:R:3
N 0.8905 1.6553 -0.7635 2.48 -0.67 -2.56
C 0.6434 0.3854 -0.0587 3.70 -0.23 4.96
C 0.7794 0.6297 1.5989 -1.48 1.46 -2.73
C 1.1777 -0.5906 2.3451 0.49 -3.87 -2.14
O 0.4231 -1.8313 1.9370 -0.54 0.27 -0.96
C -0.6460 -0.3246 -0.2664 0.14 -0.88 -1.19
N -1.3499 0.2711 -1.4024 0.06 0.72 0.86
C -1.6922 -0.6799 -2.4594 1.30 -1.71 1.69
H 0.1300 2.0390 -1.2470 -2.47 0.34 -0.72
H 1.5057 1.3775 -1.6141 -0.85 0.99 1.81
H 1.3155 2.4280 -0.2641 0.47 -0.18 0.48
H 1.6131 -0.2034 -0.2779 -1.85 0.50 0.07
H 1.3922 1.5570 1.7474 -0.02 -1.14 0.37
H -0.2513 0.8918 1.9073 0.45 0.15 -0.04
H 0.9864 -0.4601 3.3794 0.95 0.14 1.12
H 2.1170 -1.0831 1.8797 -0.42 1.86 1.91
H -0.2487 -2.3605 2.4182 0.68 1.49 0.49
H -0.1780 -1.3265 -0.4822 -1.76 0.42 0.20
H -1.2315 -0.3435 0.6784 0.32 -0.20 -0.86
H -2.0782 0.8938 -1.0025 0.19 -1.03 -1.04
H -0.8597 -1.4958 -2.3691 -1.55 1.53 -0.94
H -2.6142 -1.1800 -2.2728 -0.83 -0.63 0.39
H -1.8241 -0.2495 -3.4115 0.53 0.66 -1.18
```
Positions in Å, forces in eV/Å.

=====

Below is a cluster of 14 separate species, C26H84N4O14 in total, with properties calculated with ωB97M-V/def2-TZVPD.

Highest occupied orbital energy: -9.45 eV

```
128
Properties=species:S:1:pos:R:3:forces:R:3
C 12.6157 6.6280 6.7785 0.81 -0.15 1.18
C 12.4923 7.7316 7.8996 0.92 -0.69 0.07
C 11.0641 7.7889 8.4477 0.21 1.19 -0.34
O 10.0765 7.9920 7.4540 0.13 1.06 -0.30
C 10.1233 9.3426 6.9118 -0.87 -0.26 1.19
N 13.4399 7.5009 9.0767 -0.73 0.50 -1.44
H 13.6904 6.4388 6.5414 -0.70 0.18 0.24
H 12.1240 6.8419 5.8457 -0.36 0.46 -0.26
H 12.1797 5.6784 7.1440 0.24 0.36 -0.05
H 12.8023 8.7169 7.4793 -0.36 -0.57 0.28
H 10.9699 8.5687 9.2159 0.31 0.19 -0.14
H 10.8012 6.8936 8.9602 -0.08 -1.14 0.21
H 10.9040 9.4354 6.1577 -0.25 0.04 -0.26
H 10.3512 10.0829 7.7151 -0.01 -0.53 -0.34
H 9.0853 9.5943 6.5751 1.05 -0.39 -0.18
H 14.3825 7.4861 8.6852 -0.20 -0.01 0.27
H 13.2848 6.5945 9.5028 -0.10 -0.11 -0.09
C 12.2109 9.2529 14.7698 -1.87 -0.03 -1.19
C 12.6033 8.6493 13.4083 -0.79 -0.32 0.74
C 13.6131 7.5668 13.6405 -0.49 -1.38 1.05
O 13.9360 7.0000 12.4106 0.84 -0.48 -0.28
C 14.9076 5.9467 12.5041 -0.09 0.97 -0.91
N 11.4416 8.0780 12.6390 0.66 -0.37 0.52
H 11.3708 9.9589 14.6288 0.66 0.20 -0.16
H 13.0776 9.7554 15.1288 0.46 0.45 0.78
H 11.7387 8.5738 15.4916 0.76 -0.39 -0.13
H 13.0964 9.4396 12.8305 -0.38 -0.12 -0.20
H 13.1351 6.7772 14.3173 0.47 0.73 -0.56
H 14.5116 7.9100 14.1606 0.09 0.25 0.02
H 15.5683 6.0766 13.3681 -0.14 -0.15 -0.12
H 15.4913 6.0050 11.5770 0.11 0.01 0.30
H 14.4034 4.9958 12.4782 -0.18 -0.55 0.46
H 11.0888 7.2293 13.1363 0.29 1.01 -0.11
H 11.9044 7.6465 11.8353 -0.29 0.28 -0.21
C 19.5986 12.7249 10.1469 -0.31 -0.59 -0.65
C 19.1817 13.4441 11.4481 1.80 -0.16 -1.51
C 18.7880 14.8645 11.1329 0.61 1.34 -1.09
O 19.9912 15.6272 10.8962 0.27 -0.28 0.50
C 19.8579 16.7412 10.0285 -1.07 -1.00 0.18
N 18.1824 12.6447 12.0522 -1.03 -0.99 0.69
H 19.7892 11.6435 10.2188 0.14 0.26 0.75
H 20.4617 13.1188 9.5863 -0.50 0.35 0.43
H 18.7032 12.7248 9.5082 0.28 0.33 -0.24
H 20.0675 13.4977 12.0850 -0.06 0.14 0.21
H 18.3098 15.3185 11.9896 -0.59 0.11 0.28
H 18.1543 14.9715 10.2204 0.05 -0.36 0.76
H 19.9559 16.3583 9.0148 0.08 0.42 -0.36
H 20.5650 17.5123 10.2630 0.72 0.05 0.11
H 18.8768 17.1957 10.1543 -0.27 0.08 -0.13
H 17.5306 12.2473 11.3727 0.21 0.56 0.45
H 17.6856 13.0843 12.8226 -0.04 -0.02 -0.27
C 11.9385 12.0521 12.2394 0.80 0.76 1.44
C 12.6394 12.2068 10.9324 -0.67 -2.29 -2.09
C 13.6798 11.0930 10.6466 0.02 0.91 -0.37
O 14.6658 11.2159 11.6714 -1.51 0.18 -0.15
C 15.8819 10.5972 11.4241 -0.36 -0.76 0.11
N 11.5858 12.0839 9.8174 -0.34 0.47 0.63
H 11.4834 11.0872 12.4037 -0.32 -0.36 -0.44
H 11.1866 12.8265 12.1679 -0.51 0.11 0.79
H 12.5830 12.2031 13.1457 -0.39 0.20 -0.85
H 13.0621 13.1916 10.8023 0.39 0.23 0.11
H 14.1186 11.1835 9.6116 -0.15 0.23 0.88
H 13.1686 10.1177 10.6310 0.17 -0.05 0.35
H 15.7459 9.5175 11.1967 0.22 0.41 0.10
H 16.4044 10.7257 12.3784 0.50 -0.22 -0.53
H 16.3352 11.0971 10.5610 0.47 -0.26 0.01
H 10.7834 11.4285 10.0521 1.44 1.06 -0.05
H 11.1498 13.0279 9.7780 0.13 -1.07 -0.19
C 20.0690 6.9153 11.6991 -0.70 -0.11 1.23
O 19.4756 7.3175 12.9496 0.35 0.73 -0.08
H 19.7837 5.8651 11.6250 0.19 0.00 -0.25
H 19.6453 7.4488 10.8551 0.02 0.23 -0.19
H 21.1556 6.9885 11.7126 0.08 0.11 -0.05
H 19.5894 8.2847 13.1298 -0.10 -0.95 -0.73
C 17.4105 9.4267 15.1537 -0.10 0.64 -1.04
O 16.9541 10.5496 15.8905 0.33 0.21 -0.18
H 18.2927 9.6998 14.5822 0.09 0.14 0.36
H 17.6412 8.6096 15.7831 0.21 -1.02 0.78
H 16.7200 9.0979 14.3721 -0.36 0.00 0.16
H 16.0145 10.4759 16.0295 -0.38 -0.04 0.09
C 8.6934 12.6844 13.6586 -0.73 0.87 -1.16
O 8.7955 13.9081 12.8072 1.19 -3.91 -1.08
H 7.6914 12.6653 14.1035 0.19 -0.09 0.00
H 8.8168 11.7688 13.0454 0.06 0.75 0.17
H 9.4362 12.7209 14.4327 0.44 -0.02 0.37
H 8.4467 14.6036 13.2826 -1.13 2.26 1.57
C 8.6522 9.3904 10.8294 1.24 -0.73 1.70
O 9.0825 9.7019 12.1762 -1.28 0.73 -0.37
H 7.5985 9.1627 10.7946 -0.32 -0.16 0.20
H 8.8583 10.2033 10.1870 0.18 1.00 -0.75
H 9.2475 8.5524 10.5006 -0.16 -0.50 -0.37
H 9.9068 9.2613 12.4197 0.37 -0.58 -0.46
C 14.4363 14.4887 14.2974 -0.40 0.37 -1.58
O 14.1206 13.8539 15.4853 0.17 -0.43 1.87
H 14.6136 13.6830 13.5453 0.00 0.70 0.40
H 13.5390 15.0666 13.9708 0.74 -0.08 -0.16
H 15.3208 15.1540 14.3485 -0.38 -0.33 0.00
H 14.2899 14.4303 16.2503 -0.13 -0.30 -0.59
C 20.5354 10.8805 13.6221 0.84 -0.18 0.35
O 19.5073 10.2063 12.9376 0.38 -0.37 0.06
H 21.4971 10.3600 13.4462 -0.47 0.29 0.23
H 20.5967 11.8871 13.2432 0.36 0.41 -0.18
H 20.3410 10.9845 14.6995 0.04 -0.34 -0.08
H 18.9427 10.9376 12.6677 -0.84 0.29 -0.52
C 7.2615 12.1997 9.8230 0.97 -0.59 1.02
O 8.6666 12.5583 9.7603 -0.53 0.06 1.48
H 6.9969 11.7602 10.8194 0.43 -0.02 -0.73
H 6.6801 13.1161 9.8125 -0.44 -0.11 -0.94
H 7.1552 11.4083 9.0568 -0.68 0.90 0.20
H 8.8608 12.8490 10.6823 0.12 0.02 -0.89
C 11.4076 12.6795 6.4266 0.82 -2.46 -1.89
O 12.3579 11.7644 7.0198 -0.28 0.49 0.22
H 10.9528 13.3115 7.1262 -0.43 1.11 1.02
H 11.8844 13.2046 5.5556 -0.29 -0.24 1.10
H 10.6385 12.0077 5.9923 -0.01 0.68 0.09
H 12.2429 11.7039 8.0033 -0.39 0.46 -0.34
C 15.4125 10.3673 6.5792 1.94 0.62 0.59
O 14.9262 11.6538 6.8794 -0.34 -0.38 -0.24
H 16.3107 10.5198 5.9917 0.48 0.02 -0.23
H 15.8105 9.8855 7.5102 -0.86 -0.21 -0.63
H 14.8201 9.7575 5.9170 -0.85 -0.39 0.32
H 13.9500 11.6399 6.7865 0.12 0.30 0.20
C 15.8527 13.8372 8.8414 -0.79 -0.51 0.77
O 15.5620 15.0253 9.5762 -0.28 0.41 -0.27
H 15.3045 12.9728 9.2848 0.20 0.62 -0.43
H 15.5687 13.9430 7.7992 0.19 -0.25 -0.08
H 16.9021 13.6272 8.9687 0.46 -0.08 -0.35
H 15.0914 15.6134 8.9707 0.15 -0.11 0.39
```
Positions in Å, forces in eV/Å.

=====

Below is a structure of composition C15H21N6PtSSe, with properties calculated with ωB97M-V/def2-TZVPD.

Total charge: +1
Highest occupied orbital energy: -10.67 eV

```
45
Properties=species:S:1:pos:R:3:forces:R:3
Pt 0.5608 -0.2000 0.6628 0.04 -0.03 0.03
C -1.7790 -0.8585 -4.7380 0.00 0.00 0.00
C -1.8701 0.5221 -4.1064 0.00 0.00 0.00
N -2.0631 0.4693 -2.6598 -0.02 0.01 -0.02
C -1.0773 0.2458 -1.7886 0.01 -0.02 0.02
S -1.5523 0.1399 -0.0901 0.00 0.00 -0.01
N 0.1475 0.1270 -2.2454 -0.02 0.00 0.01
N 1.0630 -0.0809 -1.2614 0.04 0.00 -0.04
C 2.3092 -0.2360 -1.5632 0.00 0.00 0.01
C 2.8208 -0.2099 -2.9619 -0.01 0.01 -0.01
C 3.2038 -0.4254 -0.4065 -0.03 0.01 -0.01
C 4.5767 -0.5466 -0.5290 0.02 -0.01 -0.01
C 5.3513 -0.7071 0.6104 -0.01 0.00 0.00
C 4.7332 -0.7410 1.8464 0.00 0.00 0.00
C 3.3564 -0.6086 1.9037 0.00 0.00 0.00
N 2.6104 -0.4563 0.8123 -0.02 0.01 0.00
H -1.6276 -0.7680 -5.8137 0.00 0.00 0.00
H -2.6945 -1.4264 -4.5705 0.00 0.00 0.00
H -0.9427 -1.4162 -4.3181 0.00 0.00 0.00
H -2.7091 1.0823 -4.5173 0.00 0.00 0.00
H -0.9636 1.0941 -4.2986 0.00 0.00 0.00
H -2.9983 0.5061 -2.2919 0.00 0.00 0.00
H 1.9996 -0.3613 -3.6550 0.00 0.00 0.00
H 3.5714 -0.9843 -3.1144 0.00 -0.01 0.00
H 3.2790 0.7572 -3.1832 0.01 -0.01 0.01
H 5.0347 -0.5103 -1.5061 0.00 0.00 0.00
H 6.4254 -0.8020 0.5285 0.00 0.00 0.00
H 5.2967 -0.8644 2.7595 0.00 0.00 0.00
H 2.8307 -0.6185 2.8487 0.01 0.01 0.00
C -1.1855 2.6410 2.7712 -0.02 0.01 0.00
N -2.1084 1.5260 2.9421 0.01 -0.01 0.02
C -3.4815 1.6132 2.9597 0.03 -0.01 -0.02
C -3.9564 0.3517 3.0575 -0.01 0.01 0.00
N -2.8665 -0.4876 3.0922 -0.01 -0.02 0.02
C -2.9174 -1.9452 3.1378 0.00 0.01 0.01
C -1.7424 0.2382 3.0184 0.00 0.05 0.00
Se 0.0157 -0.4328 3.0326 -0.02 -0.01 -0.01
H -1.7473 3.5658 2.8646 0.00 0.00 0.01
H -0.7268 2.5802 1.7853 0.00 0.00 0.00
H -0.4143 2.5955 3.5355 0.00 0.00 -0.01
H -3.9943 2.5560 2.9022 0.00 0.00 0.00
H -4.9640 -0.0189 3.1073 0.00 0.00 0.00
H -3.9608 -2.2461 3.1464 0.00 0.00 0.00
H -2.4222 -2.3077 4.0347 0.00 0.00 0.00
H -2.4213 -2.3513 2.2591 0.01 0.00 -0.01
```
Positions in Å, forces in eV/Å.

=====

Below is a cluster of 2 separate species, C9H17N4 in total, with properties calculated with ωB97M-V/def2-TZVPD.

Total charge: +1
Highest occupied orbital energy (spin up / spin down): -11.39 / -11.50 eV

```
30
Properties=species:S:1:pos:R:3:forces:R:3
C 0.4666 1.4056 -1.2695 -0.20 -0.20 -1.12
C 2.5109 0.4819 -0.9846 -0.71 1.86 0.10
C 3.6847 0.2281 -0.3699 -0.72 0.96 2.29
C 1.3852 1.8415 0.8811 -1.30 0.25 0.13
C -0.9036 -1.1527 -0.3174 2.34 -0.10 4.69
C -1.3169 -1.3691 -1.6291 -3.20 -1.42 -2.07
C -1.1048 -0.7459 2.2092 0.87 1.61 -2.38
C -2.4244 0.6461 0.4816 -0.84 3.22 2.01
C -1.7788 -0.6593 0.8434 -1.87 -2.02 -0.44
N 0.8219 0.6844 -2.3409 -0.10 0.70 -0.49
N 2.0436 0.1988 -2.2527 -0.48 -0.35 1.23
N 1.4411 1.3731 -0.3554 1.69 -1.20 0.19
N 0.3673 -1.4668 -0.0722 -1.83 1.44 2.18
H -0.4135 2.0518 -1.1994 0.44 -0.49 -0.05
H 4.4715 -0.3120 -0.8185 0.54 -0.55 -0.57
H 3.8493 0.5823 0.7077 -0.25 -0.52 -1.86
H 0.4100 2.1755 1.2342 0.39 0.16 -0.17
H 2.2204 1.9317 1.5125 0.99 -0.12 0.40
H -1.1577 -2.4179 -1.9288 0.39 0.36 -0.09
H -0.7652 -0.6800 -2.2314 0.29 0.29 -1.02
H -2.4154 -1.2416 -1.7514 0.76 0.22 0.01
H -0.2529 -0.0600 2.2521 -0.25 0.52 0.06
H -0.6320 -1.6578 2.3115 0.39 -2.33 0.67
H -1.7716 -0.5128 2.9695 -1.13 0.23 1.46
H -2.4748 0.7113 -0.6016 -0.54 0.48 0.06
H -1.7629 1.4816 0.8930 -0.65 -0.82 -0.92
H -3.4660 0.9347 1.0318 2.35 -1.31 -1.55
H -2.7576 -1.3371 0.8256 2.30 0.45 -0.08
H 0.8002 -1.9264 -0.8157 1.55 -0.61 -1.23
H 0.9257 -1.1892 0.7853 -1.23 -0.70 -1.45
```
Positions in Å, forces in eV/Å.

=====

Short version: ΔE to the lowest compared entry with this formula, charge and spin = 317.8; 369.8; 452.9; 0.0; 367.1 kJ/mol, in the order given.
Short version: DFT total energy = -476.3231; -383.9102; -2313.0975; -3831.5450; -571.7531 hartree, in the order given.